# C17H15CdF4N2O2S

A structure of composition C17H15CdF4N2O2S (wB97M-V/def2-TZVPD, the Open Molecules 2025 dataset).

M: 499.79 g mol⁻¹
Relative energy (zero: lowest compared OMol25 entry of this formula, charge and spin): 0.0 kcal per mole
Total energy: -1882.3103 Eh
Net charge: -1
Lowest unoccupied orbital energy: 0.10615 Ha
Max |F|: 0.091 eV/A

Element x y z (Å)
Cd  -0.235  -0.009  0.842
C  0.355  -1.553  -1.985
N  0.680  -0.254  -1.417
C  2.112  0.010  -1.503
C  -0.082  0.842  -2.019
C  -1.586  0.705  -1.834
N  -1.921  0.543  -0.429
C  -3.202  0.629  -0.038
C  -3.510  0.630  1.349
F  -2.484  0.535  2.226
C  -4.782  0.729  1.848
F  -4.956  0.729  3.184
C  -5.891  0.837  1.025
C  -5.631  0.829  -0.328
F  -6.662  0.914  -1.195
C  -4.359  0.724  -0.851
F  -4.261  0.683  -2.205
H  0.556  -1.588  -3.067
H  -0.693  -1.794  -1.815
H  0.961  -2.315  -1.492
H  2.444  0.051  -2.553
H  2.666  -0.774  -0.986
H  2.330  0.957  -1.014
H  0.141  0.919  -3.096
H  0.259  1.761  -1.535
H  -1.953  -0.126  -2.449
H  -2.035  1.611  -2.254
H  -6.892  0.920  1.418
O  2.624  2.254  2.781
C  2.181  1.450  1.971
O  1.172  1.641  1.195
C  2.966  0.156  1.765
C  4.304  0.338  1.417
C  5.138  -0.728  1.126
C  4.634  -2.020  1.212
C  3.315  -2.218  1.584
C  2.454  -1.148  1.861
S  0.802  -1.567  2.374
H  4.683  1.352  1.385
H  6.170  -0.556  0.846
H  5.265  -2.873  0.996
H  2.923  -3.225  1.663